(1)
Formula: H6O3
Source: the Open Molecules 2025 dataset
Level of theory: wB97M-V/def2-TZVPD

## Properties
Kohn-Sham gap in eV: 10.884
HOMO level in eV: -10.485
E_LUMO in eV: 0.40
SMILES: O.O.O

```
! RIJCOSX wB97M-V def2-TZVPD def2/J DEFGRID3
* xyz 0 1
O -1.486 -10.817 -10.354
H -1.251 -9.892 -10.276
H -1.722 -10.928 -11.275
O -1.021 -13.831 -10.356
H -1.522 -13.034 -10.528
H -0.249 -13.532 -9.877
O -1.903 -16.284 -9.771
H -1.579 -15.389 -9.870
H -1.985 -16.407 -8.825
*
```


(2)
Formula: H6O3
Source: the Open Molecules 2025 dataset
Level of theory: wB97M-V/def2-TZVPD

## Properties
Kohn-Sham gap in eV: 11.506
HOMO level in eV: -10.795
E_LUMO in eV: 0.71
SMILES: O.O.O

```
! RIJCOSX wB97M-V def2-TZVPD def2/J DEFGRID3
* xyz 0 1
O -1.365 0.198 -0.270
H -2.222 -0.187 -0.453
H -0.750 -0.336 -0.773
O 0.335 1.159 1.679
H -0.299 0.965 0.988
H -0.052 0.785 2.471
O 1.062 -0.892 -1.205
H 1.678 -1.398 -1.735
H 1.613 -0.294 -0.701
*
```


(3)
Formula: H6O3
Source: the Open Molecules 2025 dataset
Level of theory: wB97M-V/def2-TZVPD

## Properties
Kohn-Sham gap in eV: 11.093
HOMO level in eV: -10.717
E_LUMO in eV: 0.38
SMILES: O.O.O

```
! RIJCOSX wB97M-V def2-TZVPD def2/J DEFGRID3
* xyz 0 1
O -2.322 6.197 4.666
H -1.658 5.784 5.217
H -3.073 5.604 4.710
O -4.486 10.671 7.132
H -4.929 11.281 6.542
H -4.486 9.838 6.660
O -4.386 8.091 5.734
H -5.175 7.554 5.810
H -3.696 7.471 5.500
*
```


(4)
Formula: H6O3
Source: the Open Molecules 2025 dataset
Level of theory: wB97M-V/def2-TZVPD

## Properties
Kohn-Sham gap in eV: 11.229
HOMO level in eV: -11.044
E_LUMO in eV: 0.19
SMILES: O.O.O

```
! RIJCOSX wB97M-V def2-TZVPD def2/J DEFGRID3
* xyz 0 1
O -2.355 1.926 -0.965
H -1.572 1.620 -1.431
H -2.428 1.341 -0.202
O 2.012 -0.963 1.965
H 2.873 -0.911 1.538
H 1.368 -0.789 1.257
O 0.150 -0.650 -0.358
H -0.501 -1.314 -0.617
H 0.452 -0.259 -1.187
*
```


(5)
Formula: H6O3
Source: the Open Molecules 2025 dataset
Level of theory: wB97M-V/def2-TZVPD

## Properties
Kohn-Sham gap in eV: 11.872
HOMO level in eV: -11.330
E_LUMO in eV: 0.54
SMILES: O.O.O

```
! RIJCOSX wB97M-V def2-TZVPD def2/J DEFGRID3
* xyz 0 1
O 1.504 -0.140 -2.095
H 1.188 0.575 -1.625
H 2.452 -0.286 -1.921
O 0.317 1.783 1.693
H 0.639 1.726 2.536
H 0.740 2.630 1.499
O -1.908 -1.873 0.211
H -2.569 -1.908 0.846
H -1.758 -0.905 0.198
*
```


(6)
Formula: H6O3Tl
Source: the Open Molecules 2025 dataset
Level of theory: wB97M-V/def2-TZVPD

## Properties
Kohn-Sham gap in eV: 4.542
HOMO level in eV: -26.746
E_LUMO in eV: -22.20

```
! RIJCOSX wB97M-V def2-TZVPD def2/J DEFGRID3
* xyz 3 1
Tl -6.654 -16.678 10.909
O -4.906 -17.489 13.170
H -4.856 -18.326 13.700
H -4.283 -16.858 13.629
O -6.483 -19.524 11.573
H -5.823 -20.234 11.365
H -7.245 -20.001 11.999
O -3.940 -17.672 10.308
H -3.212 -17.082 10.640
H -3.481 -18.498 9.989
*
```


(7)
Formula: H6O4Si2
Source: the Open Molecules 2025 dataset
Level of theory: wB97M-V/def2-TZVPD

## Properties
Kohn-Sham gap (spin up / spin down) in eV: 7.695 / 7.010
HOMO level (spin up / spin down) in eV: -8.220 / -7.794
E_LUMO (spin up / spin down) in eV: -0.53 / -0.78

```
! RIJCOSX wB97M-V def2-TZVPD def2/J DEFGRID3
* xyz 0 1
O 1.388 1.263 2.524
O 0.331 -1.116 2.471
O -1.545 -1.098 -2.121
O -0.469 1.279 -3.007
Si 1.072 0.021 1.477
Si -1.283 0.529 -1.739
H 2.008 1.065 3.230
H 0.764 -1.954 2.674
H -2.333 -1.489 -1.974
H 0.387 0.707 -3.172
H 2.318 -0.487 1.145
H -2.638 1.280 -1.509
*
```


(8)
Formula: H6O7STl
Source: the Open Molecules 2025 dataset
Level of theory: wB97M-V/def2-TZVPD

## Properties
Kohn-Sham gap in eV: 5.024
HOMO level in eV: -14.599
E_LUMO in eV: -9.57

```
! RIJCOSX wB97M-V def2-TZVPD def2/J DEFGRID3
* xyz 1 1
Tl 1.429 0.846 -0.039
S -3.590 0.298 -0.822
O -2.719 1.504 -0.661
O -4.375 0.354 -2.098
O -2.622 -0.807 -0.773
O -4.474 0.215 0.347
O 1.797 -2.807 2.218
H 1.114 -3.340 2.624
H 2.613 -3.261 2.429
O 2.219 -2.523 -2.533
H 1.495 -3.005 -2.933
H 3.000 -3.020 -2.775
O 1.422 4.800 1.607
H 0.869 5.213 2.270
H 1.824 5.532 1.139
*
```


(9)
Formula: H6OSi2
Source: the Open Molecules 2025 dataset
Level of theory: wB97M-V/def2-TZVPD

## Properties
Kohn-Sham gap (spin up / spin down) in eV: 6.441 / 7.741
⟨S²⟩: 2.01
HOMO level (spin up / spin down) in eV: -5.607 / -11.787
E_LUMO (spin up / spin down) in eV: 0.83 / -4.05

```
! RIJCOSX wB97M-V def2-TZVPD def2/J DEFGRID3
* xyz 0 3
O -0.537 -0.215 -0.670
Si 0.729 -1.666 0.583
Si -0.640 1.352 -0.407
H 0.072 -1.236 1.770
H 0.398 -2.789 -0.132
H 1.806 -1.058 -0.042
H -1.061 2.006 -1.580
H 0.741 1.955 -0.178
H -1.510 1.650 0.655
*
```


(10)
Formula: H70O35
Source: the Open Molecules 2025 dataset
Level of theory: wB97M-V/def2-TZVPD

## Properties
Kohn-Sham gap in eV: 10.823
HOMO level in eV: -10.980
E_LUMO in eV: -0.16

```
! RIJCOSX wB97M-V def2-TZVPD def2/J DEFGRID3
* xyz 0 1
O 10.959 12.649 8.060
H 11.760 12.936 8.509
H 11.189 11.794 7.688
O 15.217 7.618 11.839
H 15.271 8.563 11.686
H 15.448 7.204 10.998
O 11.075 9.566 7.822
H 10.121 9.355 7.796
H 11.291 9.553 8.767
O 14.326 12.600 13.427
H 14.078 13.229 14.145
H 13.538 12.158 13.094
O 6.070 13.752 12.300
H 6.496 12.978 11.887
H 6.534 14.524 11.925
O 5.006 15.652 9.561
H 5.699 14.945 9.475
H 4.228 15.146 9.783
O 11.927 16.440 7.607
H 11.712 16.410 8.541
H 12.665 15.841 7.479
O 7.550 16.169 11.576
H 6.612 16.180 11.287
H 8.058 16.025 10.755
O 14.925 9.711 8.297
H 14.779 10.195 7.443
H 14.010 9.710 8.611
O 11.527 10.713 13.344
H 10.618 11.032 13.531
H 11.966 10.957 14.160
O 14.413 8.720 14.627
H 14.526 7.858 14.174
H 14.331 9.298 13.840
O 12.604 9.661 10.353
H 12.062 10.269 10.900
H 12.331 8.803 10.702
O 11.591 12.125 15.953
H 10.724 11.913 16.371
H 11.928 11.246 15.844
O 8.958 9.091 10.637
H 9.171 9.799 11.266
H 8.181 9.407 10.129
O 6.283 6.498 10.458
H 5.602 5.795 10.531
H 7.112 5.991 10.310
O 11.518 15.738 10.374
H 10.716 15.217 10.129
H 11.367 16.142 11.211
O 8.460 8.547 14.110
H 8.921 8.076 14.815
H 8.398 7.946 13.326
O 9.205 6.475 11.829
H 9.270 7.285 11.300
H 10.030 6.508 12.304
O 7.155 11.944 14.744
H 6.723 11.210 14.322
H 6.598 12.701 14.541
O 7.251 11.357 10.939
H 8.087 11.607 10.504
H 6.518 11.314 10.326
O 15.817 6.890 9.110
H 16.595 6.397 8.758
H 15.592 7.564 8.445
O 11.821 7.670 12.734
H 12.762 7.498 12.593
H 11.825 8.570 13.095
O 6.906 14.343 7.457
H 6.115 14.465 6.904
H 7.671 14.652 6.906
O 6.167 9.257 9.271
H 6.246 8.351 9.657
H 6.162 9.205 8.334
O 6.722 9.532 6.380
H 6.695 8.882 5.681
H 7.601 9.965 6.333
O 8.209 11.422 7.426
H 7.296 11.665 7.553
H 8.709 12.202 7.748
O 11.478 9.183 15.865
H 11.759 9.205 16.804
H 12.335 8.990 15.425
O 9.016 12.953 17.298
H 9.741 13.582 17.135
H 8.498 12.971 16.466
O 12.965 13.231 9.776
H 13.855 13.199 10.120
H 12.500 13.944 10.278
O 9.565 14.968 6.999
H 10.019 14.111 6.884
H 10.338 15.535 7.163
O 14.679 10.303 12.064
H 15.057 11.178 12.260
H 14.084 10.297 11.280
O 9.061 15.061 9.644
H 8.723 14.226 9.925
H 9.176 15.003 8.677
O 9.147 10.898 13.216
H 8.918 9.994 13.574
H 8.613 11.599 13.596
O 10.126 15.803 12.730
H 9.174 15.714 12.650
H 10.272 15.503 13.664
O 9.755 12.138 10.643
H 10.086 12.015 11.565
H 10.475 12.116 10.018
*
```